Record 1
Molecular formula: C20H21BN6Pd
Method: DFT, ωB97M-V with the def2-TZVPD basis set

Positions of all 49 atoms, in Å:
H: -0.54834 -2.43679 1.06277
N: 0.41748 -1.47006 -0.58286
B: 1.56662 -1.02014 -2.82369
N: 1.02690 -1.96182 -1.73197
C: 1.02843 -3.31283 -1.71471
Pd: 0.42764 0.80095 -0.23746
H: 1.46898 -3.84560 -2.52188
C: 0.36897 -3.69938 -0.53102
H: 0.20919 -4.71811 -0.23771
C: 0.00368 -2.52574 0.10943
H: 2.07426 -1.56726 -3.74105
C: -0.36899 2.37448 0.35298
H: -0.58276 2.50788 1.45355
H: -1.29204 2.59119 -0.21261
H: 0.36981 3.22031 0.10142
N: 2.61896 -0.17901 -2.02976
N: 0.36260 -0.11440 -3.20108
N: 2.21672 0.49527 -0.83547
N: -0.28591 0.62580 -2.22724
C: 3.92860 0.00700 -2.18515
C: -0.30570 0.01395 -4.35238
H: 4.38108 -0.42929 -3.05244
H: 0.07386 -0.50245 -5.24453
C: 4.40587 0.76264 -1.14115
C: -1.39809 0.83496 -4.15058
C: 3.34097 1.04907 -0.27049
C: -1.37161 1.20582 -2.78129
H: 5.41451 1.09591 -0.99200
H: -2.12307 1.13719 -4.87351
H: 3.26639 1.61993 0.63605
H: -2.05517 1.82557 -2.23585
H: 1.45177 1.99581 -0.70565
C: -4.03369 1.07433 3.18417
C: -3.80810 1.05921 1.78998
C: -2.61227 0.57650 1.28223
C: -1.54832 0.21149 2.13938
C: -0.19379 0.08464 1.74805
C: 0.76101 -0.43883 2.56258
C: 0.43795 -0.73177 3.92443
C: -0.82272 -0.43292 4.41671
C: -1.82150 0.09579 3.56094
C: -3.06392 0.56360 4.04769
H: -4.97596 1.46177 3.57217
H: -4.57848 1.43553 1.11077
H: -2.46196 0.52315 0.20218
H: 1.76772 -0.63486 2.19291
H: 1.19376 -1.16595 4.57588
H: -1.07725 -0.59276 5.46683
H: -3.25408 0.53023 5.12046

Atomic forces in eV per Å
H 0.495 0.047 -0.813
N 0.543 -0.578 -1.607
B -0.421 0.348 1.215
N -0.433 -0.702 0.886
C -1.102 1.282 1.766
Pd -1.196 -2.961 -0.389
H 0.164 -0.456 -0.328
C 0.626 -0.500 -1.215
H -0.163 -0.075 0.213
C -0.126 -0.389 0.603
H -0.063 -0.060 -0.135
C -0.512 6.229 1.363
H 0.503 -0.441 -1.150
H 0.404 -0.135 0.020
H -1.746 -0.512 0.548
N -0.836 1.577 1.847
N -0.287 0.745 1.024
N 5.439 -1.727 -2.050
N -0.571 0.014 -1.143
C -1.196 -0.106 0.103
C 0.299 -0.156 -0.159
H 0.421 0.016 -0.135
H -0.353 0.398 0.494
C 0.472 0.814 1.615
C -0.244 0.363 1.018
C 0.091 -1.301 -2.588
C 1.161 -1.212 -1.594
H 0.194 -0.058 -0.033
H -0.209 0.078 -0.229
H 0.162 0.116 0.099
H -0.005 0.137 0.157
H -0.900 0.118 -0.011
C -0.093 0.128 -1.140
C -0.900 0.075 1.120
C 0.882 0.020 -0.125
C -0.212 0.192 0.896
C -1.915 -1.009 -0.231
C 0.850 -0.434 1.911
C 0.902 0.128 -1.292
C -0.947 0.461 0.012
C 0.287 0.060 -0.763
C 0.112 -0.330 0.213
H 0.304 -0.110 -0.059
H 0.244 -0.246 0.274
H -0.054 0.066 0.292
H -0.163 -0.007 0.159
H -0.131 0.071 -0.174
H 0.204 0.023 -0.269
H 0.016 0.001 -0.218

* energy relative to the best compared isomer or geometry (same formula, charge and spin): 4.843 eV
* molar mass: 462.66 g mol⁻¹
* electronic energy: -1255.13161 hartree
* HOMO-LUMO gap (spin up / spin down): 6.906 / 4.323 eV
* net charge: +2
* multiplicity: 5



Record 2
Molecular formula: C20H21BaN7O3SSe
Method: DFT, ωB97M-V with the def2-TZVPD basis set

Positions of all 54 atoms, in Å:
Ba: 0.34449 -0.26538 -1.08103
N: 0.50059 -0.09019 2.16001
C: 1.86218 -0.22422 2.66413
C: 2.93500 -0.05499 1.57958
O: 4.11942 -0.22735 1.94069
N: 2.43036 0.24590 0.40218
C: 3.32035 0.35328 -0.72180
C: 3.15838 -0.72355 -1.82715
O: 3.93878 -0.63810 -2.77308
O: 2.21821 -1.57686 -1.68967
H: 0.35569 0.84704 1.79959
H: -0.17930 -0.25379 2.89294
H: 1.97971 -1.23294 3.07093
H: 2.10959 0.47156 3.47873
H: 4.37379 0.32712 -0.42814
H: 3.17403 1.31773 -1.23428
N: -2.74725 -4.02964 0.96698
C: -1.44107 -3.99958 1.42285
C: -1.05607 -4.90018 2.42983
C: 0.25996 -4.92142 2.82519
C: 1.16372 -4.04337 2.24808
C: 0.68539 -3.17340 1.28288
N: -0.57966 -3.16043 0.85319
C: -3.31280 -3.13119 0.04430
C: -4.07699 -3.63594 -0.99541
C: -4.62580 -2.73698 -1.90226
C: -4.35151 -1.39634 -1.76111
C: -3.58885 -0.99837 -0.66605
N: -3.10952 -1.83441 0.24709
H: -3.21824 -4.91148 1.05883
H: -1.78871 -5.55928 2.87972
H: 0.58095 -5.61666 3.59254
H: 2.20294 -4.01252 2.54151
H: 1.32595 -2.43248 0.82306
H: -4.19459 -4.70601 -1.11909
H: -5.20358 -3.09813 -2.74376
H: -4.63514 -0.65947 -2.49559
H: -3.34185 0.04483 -0.54949
N: 0.65089 6.73845 -2.95653
C: 1.10601 6.56122 -1.70313
S: 1.95261 7.75072 -0.92177
C: 0.81814 5.23165 -1.11391
C: 1.74230 4.60131 -0.28442
C: 1.46667 3.32160 0.16323
N: 0.33624 2.67314 -0.12819
C: -0.57223 3.28852 -0.88510
C: -0.36440 4.55801 -1.40626
H: 0.86257 7.60294 -3.42618
H: 0.28602 5.96238 -3.48266
H: 2.67327 5.09041 -0.03489
H: 2.18581 2.76246 0.75214
H: -1.46505 2.71082 -1.14145
H: -1.14249 4.99328 -2.01612
Se: -2.12491 0.79028 -2.63169

Atomic forces in eV per Å
Ba -2.183 0.345 0.591
N -0.206 0.088 -0.094
C 0.090 -0.081 0.102
C -0.135 -0.117 0.063
O 0.082 0.056 -0.069
N 0.211 0.091 0.152
C 0.496 0.127 0.125
C 0.499 -0.053 0.000
O 0.186 -0.064 -0.263
O 0.854 -0.684 -0.318
H -0.001 0.065 -0.008
H -0.018 0.006 -0.044
H 0.035 0.024 0.015
H 0.000 -0.004 -0.025
H 0.003 -0.012 -0.017
H 0.025 0.011 -0.006
N 0.057 -0.040 0.329
C 0.130 -0.058 -0.255
C -0.168 0.013 -0.051
C 0.070 -0.118 0.112
C 0.131 0.189 -0.057
C -0.264 0.055 -0.036
N 0.059 -0.040 0.128
C -0.080 -0.102 -0.304
C 0.137 -0.198 0.151
C -0.064 0.210 -0.130
C -0.240 -0.289 -0.087
C -0.123 0.208 0.218
N 0.066 -0.171 0.179
H 0.013 -0.010 0.024
H -0.030 0.013 -0.001
H 0.006 -0.001 0.008
H 0.023 0.009 -0.006
H 0.287 -0.067 -0.030
H 0.003 -0.031 0.013
H -0.045 -0.021 -0.024
H -0.022 0.083 0.037
H -0.186 0.095 0.073
N 0.027 -0.085 0.217
C 0.175 0.216 -0.258
S -0.070 0.010 0.030
C -0.280 -0.222 0.003
C 0.102 0.058 -0.037
C -0.039 -0.016 -0.057
N 0.071 -0.082 0.123
C -0.169 -0.058 0.038
C 0.205 0.203 0.029
H -0.013 -0.053 0.060
H -0.052 -0.062 -0.008
H -0.001 -0.002 0.004
H 0.011 -0.017 0.008
H 0.054 0.061 -0.005
H -0.033 0.061 -0.088
Se 0.314 0.459 -0.551

* energy relative to the best compared isomer or geometry (same formula, charge and spin): 0.000 eV
* molar mass: 655.79 g mol⁻¹
* electronic energy: -4209.00245 hartree
* HOMO-LUMO gap: 3.759 eV
* net charge: -2



Record 3
Molecular formula: C20H21Br2Cl3N3O6TeTi
Method: DFT, ωB97M-V with the def2-TZVPD basis set

Positions of all 57 atoms, in Å:
Ti: -0.84465 -0.15668 0.82334
O: 0.47730 0.07907 -0.49000
C: 1.79191 0.33949 -0.02589
C: 1.71046 1.49536 0.95322
N: 0.52776 1.28581 1.82008
C: -0.23268 2.53948 1.98412
C: -1.14333 2.72955 0.76829
O: -1.27086 3.81689 0.23324
O: -1.72588 1.63299 0.39196
C: 0.79167 0.61817 3.11095
C: -0.57027 0.15361 3.64295
O: -0.81053 0.06150 4.81624
O: -1.42634 -0.07402 2.66122
H: -0.75441 0.54173 -1.66540
H: 2.44903 0.59246 -0.86348
H: 2.19156 -0.54202 0.48206
H: 1.55742 2.43027 0.40998
H: 2.62149 1.59009 1.55045
H: 0.43163 3.39582 2.10717
H: -0.87138 2.46237 2.86492
H: 1.25426 1.28272 3.84381
H: 1.42919 -0.25643 2.94760
C: 0.11064 2.49996 -2.94945
C: -1.12145 1.71660 -3.25034
C: -1.97223 1.96435 -4.33652
C: -3.09402 1.20322 -4.50782
C: -3.44292 0.19640 -3.58187
C: -4.59154 -0.62265 -3.66569
Br: -5.78079 -0.45228 -5.12955
C: -4.85652 -1.54492 -2.69564
C: -4.01420 -1.67996 -1.58163
Br: -4.42923 -2.92592 -0.24263
C: -2.87821 -0.90315 -1.41562
O: -2.12348 -0.97941 -0.36546
C: -2.58781 0.00989 -2.47746
N: -1.44151 0.74980 -2.41150
H: 0.37995 3.13617 -3.78870
H: 0.94062 1.83325 -2.71255
H: -0.08396 3.12511 -2.07209
H: -1.71958 2.75236 -5.03047
H: -3.74130 1.37417 -5.35732
H: -5.73257 -2.17372 -2.76621
C: 5.42134 -1.76505 2.91982
Te: 3.94580 -2.45627 1.54646
C: 4.95798 -1.34567 -0.05365
H: 6.39842 -2.16049 2.64815
H: 5.10641 -2.14525 3.88756
H: 5.44576 -0.67608 2.91935
H: 5.93725 -1.76951 -0.27662
H: 5.08090 -0.29617 0.22408
H: 4.34466 -1.39898 -0.95550
Cl: -1.39477 -5.33376 1.48592
C: -1.17668 -3.86528 2.36880
Cl: 2.84490 -3.59383 4.06782
Cl: -1.75979 -3.78480 3.98372
C: -0.54661 -2.83710 1.83365
N: -0.00883 -1.86928 1.37214

Atomic forces in eV per Å
Ti -0.205 -0.123 0.190
O -0.096 0.145 0.034
C -0.022 0.024 -0.027
C -0.010 0.050 0.031
N 0.018 -0.015 -0.093
C -0.020 0.000 0.003
C 0.021 0.088 -0.067
O 0.032 -0.045 -0.006
O 0.062 -0.190 -0.095
C -0.130 0.002 0.101
C 0.147 0.060 0.080
O -0.066 0.002 -0.049
O 0.050 0.032 -0.227
H 0.047 0.005 0.164
H 0.008 -0.043 0.003
H -0.037 -0.088 -0.083
H -0.013 0.002 0.010
H 0.003 -0.024 0.000
H 0.000 -0.002 0.005
H -0.005 -0.007 -0.006
H 0.073 0.020 -0.072
H 0.027 -0.007 0.042
C 0.005 0.010 0.011
C -0.014 -0.034 0.035
C -0.017 0.036 -0.025
C 0.019 -0.004 0.004
C -0.002 -0.015 0.040
C -0.016 0.007 -0.035
Br 0.000 0.001 0.006
C -0.005 -0.011 0.004
C -0.001 -0.007 0.041
Br -0.011 0.006 -0.025
C 0.015 0.147 0.026
O 0.208 0.150 -0.010
C -0.011 -0.050 0.009
N -0.020 0.002 -0.029
H 0.006 -0.009 0.001
H -0.004 0.015 0.014
H 0.000 0.001 -0.011
H 0.005 0.002 0.005
H -0.005 -0.002 0.004
H 0.000 -0.002 0.006
C -0.002 -0.030 -0.009
Te 0.043 0.087 0.038
C 0.027 -0.024 -0.006
H 0.003 0.005 -0.003
H 0.001 0.008 -0.001
H 0.002 0.000 -0.001
H 0.007 0.007 0.004
H -0.011 -0.003 -0.001
H 0.000 -0.013 -0.003
Cl -0.013 -0.025 -0.018
C 0.017 -0.047 -0.065
Cl -0.023 0.047 0.000
Cl -0.013 -0.022 0.015
C 0.259 0.023 -0.032
N -0.334 -0.145 0.071

* energy relative to the best compared isomer or geometry (same formula, charge and spin): 1.116 eV
* molar mass: 841.04 g mol⁻¹
* electronic energy: -9036.76020 hartree
* HOMO-LUMO gap: 4.220 eV
* net charge: -1



Record 4
Molecular formula: C20H21Br2Cl3N3O6TeTi
Method: DFT, ωB97M-V with the def2-TZVPD basis set

Positions of all 57 atoms, in Å:
Ti: -0.29952 0.19403 0.08099
O: -0.62223 1.15299 -1.96636
C: -0.07144 2.48189 -1.97175
C: -0.48198 3.15450 -0.68053
N: -0.09138 2.40081 0.52894
C: 1.30535 2.60176 0.92327
C: 2.22165 1.68753 0.11122
O: 3.41759 1.89667 0.06827
O: 1.59412 0.72258 -0.48962
C: -1.06682 2.66688 1.59454
C: -2.36453 1.94877 1.21599
O: -3.44422 2.38478 1.56079
O: -2.15550 0.87684 0.51539
H: -0.10994 0.61867 -2.59829
H: -0.48627 3.04256 -2.81294
H: 1.01059 2.43434 -2.08060
H: -1.56920 3.23831 -0.67976
H: -0.06555 4.16815 -0.64732
H: 1.41507 2.30219 1.96617
H: 1.63014 3.64100 0.81910
H: -1.24968 3.73440 1.74281
H: -0.69380 2.23096 2.52233
C: -2.84789 -1.96429 -1.11790
C: -2.36179 -2.37303 0.23437
C: -2.90348 -3.52118 0.86612
C: -2.51127 -3.86590 2.12051
C: -1.56300 -3.06547 2.80150
C: -1.11487 -3.25537 4.13323
Br: -1.78057 -4.70831 5.16301
C: -0.22349 -2.39765 4.70406
C: 0.28237 -1.30785 3.97023
Br: 1.50267 -0.13002 4.80255
C: -0.08451 -1.07624 2.66305
O: 0.35019 -0.08304 1.93045
C: -1.03981 -1.97611 2.09198
N: -1.43265 -1.66107 0.82694
H: -3.91540 -2.16680 -1.20729
H: -2.33278 -2.56417 -1.87128
H: -2.67372 -0.90305 -1.28625
H: -3.62374 -4.11612 0.32244
H: -2.92148 -4.73880 2.60945
H: 0.10232 -2.54328 5.72408
C: 3.31673 -0.55714 -5.31591
Te: 2.63848 0.36471 -3.51471
C: 3.89415 -0.81426 -2.28175
H: 3.03798 -1.60882 -5.32414
H: 4.39630 -0.45454 -5.39912
H: 2.84303 -0.05670 -6.15864
H: 4.92851 -0.52688 -2.45162
H: 3.73836 -1.86516 -2.50795
H: 3.61367 -0.59268 -1.25616
Cl: -1.02214 -4.88681 -1.82639
C: 0.74396 -3.37090 -2.88539
Cl: 0.17603 -3.17632 -4.49614
Cl: 2.18221 -4.27756 -2.66238
C: 0.50890 -2.29885 -2.02176
N: 0.23335 -1.43626 -1.30752

Atomic forces in eV per Å
Ti -0.151 0.103 -0.077
O 0.015 0.077 -0.117
C -0.065 -0.031 0.040
C 0.011 -0.049 0.018
N 0.006 0.078 0.027
C -0.031 -0.002 -0.002
C -0.026 -0.046 -0.068
O 0.022 0.016 -0.041
O 0.207 -0.081 0.106
C 0.052 -0.015 -0.021
C -0.021 -0.026 -0.051
O -0.014 -0.002 0.044
O -0.037 0.042 0.033
H 0.010 -0.020 0.058
H -0.003 -0.001 -0.007
H 0.011 0.008 -0.004
H 0.000 0.009 0.016
H -0.006 0.012 -0.008
H -0.003 0.002 -0.011
H -0.014 0.017 0.000
H -0.001 0.011 0.005
H 0.006 0.003 0.002
C 0.042 0.002 -0.007
C -0.054 -0.068 0.008
C 0.009 0.041 -0.015
C -0.006 0.019 0.008
C 0.002 -0.041 0.039
C -0.037 -0.018 -0.044
Br 0.015 0.014 -0.004
C 0.041 0.050 -0.012
C 0.014 -0.113 0.045
Br 0.021 0.039 0.001
C -0.040 0.030 -0.052
O -0.086 -0.042 0.091
C 0.001 -0.036 0.010
N 0.026 0.095 0.035
H -0.001 0.008 0.009
H -0.021 0.000 -0.005
H 0.000 0.003 -0.006
H 0.014 -0.003 -0.001
H 0.002 -0.005 -0.003
H -0.002 -0.002 0.000
C -0.025 -0.028 -0.067
Te 0.041 0.066 -0.079
C 0.008 -0.006 0.075
H -0.010 0.010 0.028
H -0.005 0.016 0.009
H 0.003 0.002 0.005
H -0.006 -0.015 -0.015
H -0.004 -0.028 0.007
H -0.020 0.014 0.005
Cl 0.009 -0.021 -0.014
C 0.036 0.057 -0.012
Cl 0.015 -0.010 0.000
Cl -0.007 0.014 -0.008
C -0.089 -0.127 -0.017
N 0.142 -0.027 0.041

* energy relative to the best compared isomer or geometry (same formula, charge and spin): 0.000 eV
* molar mass: 841.04 g mol⁻¹
* electronic energy: -9036.79871 hartree
* HOMO-LUMO gap (spin up / spin down): 7.001 / 7.132 eV
* net charge: -1
* multiplicity: 3



> What is the molar mass in the second record?

655.79 g mol⁻¹



> The lowest molar mass belongs to which entry?

C20H21BN6Pd



> The lowest electronic energy belongs to which entry?

number 4



> energy relative to the best compared isomer or geometry (same formula, charge and spin) of number 4 (C20H21Br2Cl3N3O6TeTi)?

0.000 eV